# 1
2 unconnected molecules or ions with the total composition C3H12NO at a distorted geometry. Source: OMol25; level of theory: ωB97M-V/def2-TZVPD.

Geometry (Å):
C  -1.648  -0.789  1.159
C  -0.645  -1.279  0.119
N  0.525  -0.306  0.118
C  1.570  -0.554  -0.913
H  -1.145  -0.643  2.117
H  -2.440  -1.515  1.301
H  -2.026  0.180  0.833
H  -1.058  -1.319  -0.883
H  -0.205  -2.235  0.393
H  0.200  0.669  0.009
H  0.871  -0.340  1.069
H  2.475  -0.936  -0.441
H  1.243  -1.332  -1.581
H  1.843  0.371  -1.401
H  -0.043  2.578  -1.327
H  0.605  3.164  -0.076
O  0.099  2.397  -0.384

Properties
orbital gap	13.5	eV
electronic energy	-6837.0679	eV
molar mass	78.13	g mol⁻¹
relative energy (zero: lowest compared OMol25 entry of this formula, charge and spin)	7.99	kcal/mol
total charge	+1

Results of the Löwdin charge analysis, in e, for atoms 1 through 6: -0.05, -0.17, -0.02, 0.01, 0.09, 0.09

---

# 2
A molecular structure, C30H31IrN3O2P2S2 at a distorted geometry. Source: OMol25; level of theory: ωB97M-V/def2-TZVPD.

Geometry (Å):
Ir  -0.081  0.366  0.173
C  -3.706  -0.590  4.130
S  -4.186  0.503  2.764
C  -2.832  0.442  1.684
S  -1.236  0.098  2.267
N  -3.097  0.745  0.458
N  -2.012  0.756  -0.370
C  -2.260  0.960  -1.609
C  -1.147  0.931  -2.522
C  -1.267  1.150  -3.880
C  -0.124  1.153  -4.665
C  1.106  0.919  -4.074
C  1.155  0.667  -2.713
N  0.051  0.676  -1.962
H  -4.202  -0.210  5.020
H  -2.632  -0.581  4.286
H  -4.054  -1.597  3.918
H  -3.285  1.122  -1.921
H  -2.249  1.321  -4.302
H  -0.188  1.342  -5.729
H  2.022  0.927  -4.648
H  2.093  0.460  -2.211
O  3.490  -0.732  -0.702
C  2.443  -0.957  -0.181
O  1.786  -0.024  0.560
C  1.726  -2.304  -0.272
P  -0.072  -2.013  -0.221
C  -0.866  -2.396  -1.789
C  -0.171  -2.807  -2.923
C  -0.854  -3.010  -4.116
C  -2.221  -2.784  -4.188
C  -2.921  -2.375  -3.059
C  -2.246  -2.168  -1.867
C  -0.752  -3.074  1.066
C  -0.171  -2.990  2.334
C  -0.663  -3.755  3.375
C  -1.756  -4.589  3.165
C  -2.338  -4.672  1.910
C  -1.845  -3.911  0.857
H  2.025  -2.894  0.595
H  2.047  -2.827  -1.169
H  0.894  -2.997  -2.891
H  -0.317  -3.369  -4.984
H  -2.743  -2.926  -5.125
H  -3.991  -2.217  -3.109
H  -2.791  -1.839  -0.988
H  0.668  -2.322  2.507
H  -0.204  -3.700  4.354
H  -2.150  -5.171  3.987
H  -3.185  -5.324  1.744
H  -2.304  -3.987  -0.118
C  2.099  3.101  0.473
P  0.336  2.723  0.459
C  -0.280  3.386  2.025
C  -0.445  3.690  -0.845
C  -1.817  3.945  -0.792
C  -2.433  4.645  -1.819
C  -1.689  5.080  -2.909
C  -0.326  4.822  -2.970
C  0.295  4.119  -1.947
H  2.618  2.662  -0.378
H  2.528  2.684  1.384
H  2.231  4.183  0.472
H  -0.020  4.443  2.092
H  0.194  2.846  2.844
H  -1.359  3.271  2.105
H  -2.407  3.620  0.058
H  -3.494  4.852  -1.771
H  -2.170  5.631  -3.706
H  0.257  5.174  -3.811
H  1.361  3.932  -1.997

Properties
orbital gap (spin up / spin down)	7.3 / 5.1	eV
2S+1	2
electronic energy	-83253.7337	eV
molar mass	783.90	g mol⁻¹
relative energy (zero: lowest compared OMol25 entry of this formula, charge and spin)	18.36	kcal/mol
total charge	+2

Results of the Löwdin charge analysis, in e, for atoms 1 through 6: 1.06, -0.36, 0.94, -1.03, 0.73, -0.04